1.
DFT (ωB97M-V/def2-TZVPD) results for 5 unconnected molecules or ions with the total composition C10H20Br10 at a distorted geometry.

Atoms and positions in Å:
C  -3.99923  -0.15487  1.91643
H  5.10205  4.57292  -1.22130
C  0.97214  -1.26623  -0.65214
H  -2.70661  0.80558  0.48091
H  4.61649  2.15562  -1.33328
Br  0.00919  -2.88462  -0.97534
H  0.43504  2.66350  -3.52656
Br  -1.26120  -7.38909  2.34108
Br  2.30681  0.49359  1.18238
C  -0.33236  -4.79370  2.80480
H  -3.62464  -0.39860  -0.30608
H  0.30257  -4.83130  1.94057
Br  -2.43965  -1.26185  2.51152
H  0.24168  -0.44595  -0.80859
C  1.49713  -1.23128  0.78990
H  3.46010  5.00763  -1.44948
H  2.77011  2.61759  -1.35852
H  -4.91202  -0.81213  1.98203
C  -0.26714  3.30042  -3.01191
H  -2.49650  3.37946  -2.89523
H  1.72764  -1.22396  -1.43550
H  0.62961  -1.31776  1.46843
Br  -4.96391  1.72482  -0.02520
H  -3.97899  0.64417  2.66282
Br  0.41501  -3.41083  3.98153
H  0.63607  -6.44476  3.76860
Br  3.87502  3.03766  -3.54814
H  -1.79713  3.03032  -4.49669
C  -3.68388  0.35411  0.52282
Br  -1.87379  0.95810  -3.00907
Br  -0.01907  3.25966  -1.14275
C  -1.69350  2.84331  -3.42035
H  -1.31759  -4.39358  2.58960
C  -0.36799  -6.12435  3.53040
H  -0.16769  4.30928  -3.49887
H  -1.03633  -6.07677  4.37297
Br  3.79840  4.14314  0.90816
H  2.25961  -1.98633  0.97529
C  4.08086  4.26564  -1.01549
C  3.80370  2.88144  -1.59974

Atomic forces in eV per Å
0.0281 -0.8496 0.0248
0.1402 -0.0774 0.3235
-0.1008 1.2112 0.2727
0.2152 0.4829 0.2802
-1.2265 0.5406 -0.0397
-0.3440 -0.6697 0.0343
0.3944 -0.2652 0.2325
0.2679 -0.1333 -0.0287
0.0189 0.0069 -0.1446
-0.1720 0.1939 0.7004
-0.5731 0.3655 1.0466
0.1027 0.0773 -0.4284
-0.4996 0.1402 -0.2431
0.5448 -0.4407 0.0790
-0.7519 -0.0683 -0.4216
-0.9136 0.5786 -0.0385
0.5137 -0.5117 0.0259
1.0431 0.8733 -0.0449
-1.6465 0.8314 -2.1311
0.4060 -0.2341 -0.0570
0.1278 0.1395 0.3249
0.6588 -0.1362 -0.1991
0.0882 -0.2041 0.1008
-0.3964 -0.1649 -0.3501
0.1380 -0.1185 -0.0004
-0.0281 -0.3635 0.1211
-0.0360 -0.0370 -0.0685
-0.0776 -0.4603 0.2513
0.2229 -0.6414 -0.8755
-0.2754 -0.1006 -0.2198
0.3332 0.2255 0.5640
0.6971 0.5177 0.3263
-0.0147 -0.2876 -0.2859
-0.5162 0.6915 -0.6281
0.2011 -0.6002 1.1135
0.1967 0.0010 0.4777
0.0636 0.2130 -0.2028
-0.2260 0.0305 0.0695
0.8177 -1.1303 -0.1190
0.5783 0.3739 0.1580

Calculated values
Frontier orbital gap: 10.564 eV
M: 939.31 g mol⁻¹
Energy above the lowest of the compared OMol25 structures with the same formula, charge and spin: 40.4 kJ/mol
LUMO energy: 0.4 eV
Energy: -711119.888 eV
SMILES: BrCCBr.BrCCBr.BrCCBr.BrCCBr.BrCCBr

natural (NBO) atomic charge list, values in e, 8 entries: -0.42, 0.22, -0.47, 0.23, 0.24, 0.00, 0.23, -0.01



2.
DFT (ωB97M-V/def2-TZVPD) results for 2 unconnected molecules or ions with the total composition C3H3ClF2 at a distorted geometry.

Atoms and positions in Å:
C  -1.71971  1.61128  0.05818
C  -2.17857  0.50270  0.10922
F  1.30978  -0.73683  -1.46640
Cl  2.54957  0.21815  0.64411
F  -0.93724  2.63140  -0.14630
C  1.41356  -0.94208  -0.16111
H  0.38184  -0.78502  0.45875
H  -2.53395  -0.44520  0.41785
H  1.71472  -2.05439  0.08570

Atomic forces in eV per Å
1.2689 -0.1232 -0.5007
0.2179 0.7924 0.4485
-0.0549 0.2275 -0.4597
-0.3060 -0.6095 -0.6116
-1.1197 -0.5586 0.2332
-1.8038 -1.8026 3.8123
2.2416 -0.1090 -2.0053
-0.3569 -0.1298 -0.1770
-0.0870 2.3128 -0.7397

Calculated values
Frontier orbital gap: 11.397 eV
M: 112.51 g mol⁻¹
Energy above the lowest of the compared OMol25 structures with the same formula, charge and spin: 320.2 kJ/mol
LUMO energy: 0.6 eV
Energy: -21113.238 eV
SMILES: C#CF.FCCl

natural (NBO) atomic charge list, values in e, 8 entries: 0.42, -0.40, -0.32, -0.08, -0.26, 0.04, 0.18, 0.24



3.
DFT (ωB97M-V/def2-TZVPD) results for a molecular structure, C24H35Cl3N9OSi4Tc.

Atoms and positions in Å:
C  -3.14842  -1.53557  0.66128
N  1.30441  1.08642  -0.51895
N  3.69153  2.27320  -3.71900
H  6.27894  -2.15689  1.42788
Si  -2.81324  0.21614  0.04839
H  0.33487  4.44797  2.51571
Tc  1.29918  -0.60919  -1.87121
H  6.77495  -4.30290  0.31120
H  -3.54642  -2.14272  -0.15673
C  5.93109  -3.70862  -0.01408
H  3.43048  -3.72520  -2.30311
N  1.41901  2.07374  1.42677
H  -2.71463  1.41486  -2.10089
C  5.65311  -2.50203  0.61571
H  -2.29378  -2.06251  1.07992
Cl  0.28763  -3.00953  -6.06021
C  -2.56852  0.10439  4.10755
Cl  -2.59046  -6.46539  -3.08939
C  -0.03862  -2.69967  -3.40708
H  -1.52787  4.00774  -1.26630
H  -3.83538  3.43405  2.37710
H  -2.46246  -0.28442  5.12355
H  1.17479  -0.71701  2.81718
C  -1.36451  -4.28968  -2.06295
H  -0.71691  2.72300  4.60460
H  -2.49172  5.27122  -0.50473
H  -3.21055  0.98713  4.16004
H  -1.32292  -5.21770  -5.31792
H  -2.51604  3.72269  3.51277
Cl  -0.23711  -2.16068  -0.79883
C  -0.12689  4.72682  1.56803
H  4.34940  -0.79378  0.68181
N  0.67411  1.32523  0.66134
C  -1.11582  -4.63398  -4.43245
C  -0.10302  1.81976  4.56665
H  -1.66918  -0.00111  -2.19088
C  -0.34143  -3.49532  -4.53142
C  -2.62233  0.36583  -1.81115
C  -4.35909  1.16254  0.55519
C  3.77246  -2.18560  -0.84872
H  -4.48729  1.15036  1.64013
H  -3.08001  -0.65302  3.51157
H  -5.21789  0.64043  0.12219
C  0.20838  -0.97114  3.25832
N  2.25866  0.73455  -3.09588
C  -2.91417  3.99416  2.53194
H  -4.39042  2.19593  0.21178
N  3.35783  1.96836  -1.36978
C  4.57582  -1.73785  0.20250
H  -0.43465  5.77464  1.62791
Si  -1.63593  3.68668  1.18784
Si  -0.87665  0.55112  3.42868
H  -1.75214  -4.58705  -1.09871
H  -3.19640  3.67935  -0.79296
H  -0.03125  1.42678  5.58380
C  3.10877  1.68300  -2.70909
C  2.64381  -1.40489  -1.27575
H  5.35881  -5.09274  -1.55162
H  -3.41502  -0.19084  -2.31749
H  4.06624  2.66045  -1.18180
H  0.63581  4.64544  0.79303
C  -0.58559  -3.15794  -2.20746
C  -2.28271  4.19833  -0.49920
H  0.39484  -1.43801  4.22845
C  2.41152  1.81854  -0.41442
N  3.13457  1.67147  -4.80200
C  -1.62280  -5.02737  -3.20046
H  -3.92001  -1.48537  1.43280
N  2.50033  2.42050  0.78813
C  4.05602  -3.39744  -1.48287
C  5.13505  -4.15479  -1.06125
H  -0.26486  -1.71803  2.61572
N  2.33596  0.73384  -4.45093
O  0.69346  -1.61541  -3.50618
Si  -1.12868  1.37282  1.24074
H  0.89336  2.10606  4.23036
H  -3.17141  5.05591  2.56529

Atomic forces in eV per Å
-0.0123 -0.0266 -0.0390
-0.1511 0.1587 -0.2540
-0.2683 0.2433 -0.0037
0.0001 -0.0003 0.0003
0.0579 -0.0012 0.0032
-0.0022 0.0000 -0.0003
0.1107 0.0010 0.0940
0.0005 0.0003 -0.0009
0.0190 -0.0057 -0.0035
-0.0023 0.0001 -0.0035
-0.0003 0.0028 0.0005
-0.0727 0.2655 -0.1506
0.0247 -0.0002 -0.0134
-0.0009 0.0035 0.0036
0.0333 0.0337 -0.0028
0.0003 -0.0015 -0.0097
-0.0166 0.0113 -0.0141
-0.0019 0.0013 -0.0008
-0.0280 -0.0245 0.0157
-0.0100 0.0060 -0.0086
-0.0507 -0.0305 -0.0169
-0.0098 -0.0028 0.0012
-0.0052 0.0099 0.0138
-0.0006 -0.0044 -0.0095
0.0290 -0.0109 0.0207
-0.0018 0.0006 -0.0030
-0.0086 -0.0050 0.0019
0.0018 0.0016 -0.0014
-0.0119 0.0100 -0.0228
-0.1132 -0.0225 0.0799
-0.0027 -0.0166 0.0075
0.0015 0.0005 0.0000
0.0642 -0.3521 0.2821
-0.0011 -0.0049 -0.0068
-0.0172 0.0475 -0.0411
0.0208 -0.0454 -0.0425
0.0013 0.0100 0.0123
-0.0148 0.0000 0.0551
-0.0043 -0.0029 -0.0006
0.0130 0.0023 -0.0095
-0.0137 0.0164 0.0033
0.0269 0.0019 -0.0111
-0.0106 0.0135 0.0130
-0.0089 -0.0221 0.0206
0.2049 -0.1404 -0.0542
0.0148 -0.0183 0.0015
0.0149 -0.0204 0.0195
0.0156 -0.0199 0.0396
0.0013 -0.0019 0.0023
-0.0018 -0.0004 0.0002
-0.0299 0.0192 -0.0075
0.0244 -0.0526 -0.0183
-0.0008 0.0047 -0.0007
0.0378 0.0206 0.0133
0.0117 -0.0215 -0.0074
-0.0014 -0.0548 0.0489
-0.0287 0.0678 -0.0251
0.0005 0.0003 -0.0003
0.0080 -0.0047 0.0001
0.0097 -0.0047 -0.0152
0.0091 0.0080 -0.0067
0.0084 0.0270 0.0166
0.0091 -0.0116 -0.0118
-0.0029 0.0110 0.0054
0.0091 0.1174 -0.0140
0.4442 -0.3514 -0.0045
-0.0012 0.0003 -0.0006
0.0007 -0.0111 -0.0085
0.1033 -0.2171 0.0999
0.0029 0.0053 -0.0144
0.0029 -0.0016 0.0035
-0.0016 -0.0017 0.0025
-0.3870 0.3297 0.0106
-0.0788 0.0039 0.0027
0.0217 0.0650 -0.0069
0.0101 -0.0108 -0.0104
0.0060 0.0031 -0.0182

Calculated values
Frontier orbital gap: 8.055 eV
M: 782.31 g mol⁻¹
Energy above the lowest of the compared OMol25 structures with the same formula, charge and spin: 5.5 kJ/mol
LUMO energy: -0.3 eV
Energy: -112192.111 eV

Löwdin atomic charge list, values in e, 8 entries: -0.24, -0.03, 0.04, 0.11, 0.37, 0.02, 1.17, 0.11



4.
DFT (ωB97M-V/def2-TZVPD) results for a molecular structure, C49H64IrN3O3PTe2.

Atoms and positions in Å:
C  3.28071  2.48007  -6.44691
H  0.81698  4.01230  0.07674
H  -6.29352  5.28499  -4.42627
C  -1.52604  -4.58715  3.42369
C  -4.01967  -3.67698  -2.64644
H  -2.50352  5.72159  0.06170
H  0.39060  4.74811  -1.99865
H  -2.59967  2.16831  -5.53702
H  1.48952  0.11093  5.16135
H  2.86630  -5.98917  0.46404
H  2.37685  0.23267  -5.20769
O  3.21831  1.89847  -0.56858
H  2.42334  4.36266  -0.63768
N  1.76086  -2.32784  0.88082
H  0.18613  -0.40925  -2.30220
C  2.53673  -4.96240  0.56474
C  4.27725  -0.32957  1.28417
C  0.51004  2.18215  -3.18082
H  4.53157  0.23213  0.37639
C  -3.00529  -3.08373  -1.90095
C  1.77622  3.51029  -4.71697
C  1.84062  -5.49266  2.91364
C  2.16158  3.39086  5.63563
H  -1.62028  -1.27991  3.38881
H  -2.41443  0.95120  1.90982
P  -0.23005  0.60700  2.86277
H  2.27452  3.90321  1.06206
C  1.38774  3.92880  4.61699
H  2.07093  4.48473  -5.09372
C  1.55263  -3.22268  1.85194
C  -4.00882  -5.04358  -2.88105
H  -0.22666  -1.20847  4.48021
H  0.04590  3.53072  3.00063
C  -1.96866  -5.24152  -1.62375
H  1.34889  -7.48023  4.46933
C  -1.97847  -3.87021  -1.38357
C  1.86944  3.73588  0.05997
C  3.00943  0.23434  1.83284
H  2.50431  -1.97375  -1.00980
H  -0.99818  -3.64472  3.58111
H  -3.97180  -1.21655  -1.38446
H  4.67663  2.36982  1.40363
C  -3.85292  5.19885  -2.06955
H  0.15471  -0.92571  -3.99360
H  -1.04901  4.85649  -0.42437
C  1.92183  -4.55031  1.73782
H  -3.50134  1.10524  -4.46628
N  0.62509  -5.85917  3.38056
H  -0.37841  -7.16358  4.63191
C  2.09761  2.27809  -0.26434
H  2.79088  1.58985  6.62213
H  -0.66417  4.94561  -3.39340
C  0.65282  1.71579  3.99178
H  -2.97412  -6.89591  -2.54774
H  5.10253  -0.23110  1.99232
H  -1.16689  -5.85151  -1.22048
H  -4.80657  -5.49861  -3.45412
H  -0.54027  -3.77093  0.24361
C  2.73495  -4.04477  -0.45279
C  0.36543  4.75040  -3.08898
H  4.08165  3.11061  2.92065
N  1.02054  1.41814  -0.12467
C  -2.79323  4.42076  -1.62880
H  -1.34643  2.32468  1.58653
C  0.73630  -0.38446  -3.24168
C  1.44202  1.18342  5.00884
C  -0.64215  -5.59325  2.70555
H  -4.82563  -3.06758  -3.03942
H  -0.43076  -5.26143  1.69356
C  0.88047  3.45230  -3.66064
H  -2.09601  2.13129  3.19681
H  -0.02431  -2.96586  -1.24241
Ir  1.13129  -0.16385  0.99798
H  -1.17128  -6.54373  2.61029
C  2.33948  -2.73463  -0.25588
H  -2.33054  4.01435  0.44781
C  2.31519  2.36631  -5.29869
C  1.05487  1.01374  -3.72051
C  1.94923  1.13610  -4.78303
H  1.36096  5.00028  4.46206
C  -2.69790  1.84516  -4.49982
C  -2.13124  4.77061  -0.31741
C  -0.98917  -0.61242  3.97852
H  3.61570  1.50064  -6.78469
H  1.87927  -5.47256  5.82605
H  -1.59375  -0.10221  4.73002
C  4.34151  2.18332  2.42113
H  -6.23349  6.17312  -2.89930
C  -5.63606  5.81357  -3.73717
H  -4.17215  6.04263  -1.46551
Te  -0.90502  1.99998  -1.63273
H  -2.58922  -1.01910  -2.47174
H  4.16380  -1.37871  1.03343
C  -2.98164  -5.82840  -2.36904
H  4.15970  3.05925  -6.15955
H  2.73908  4.04126  6.28001
H  -4.59630  3.61432  -4.94866
C  -2.38456  3.33265  -2.41636
H  1.10726  -2.84322  2.76564
H  3.21128  -4.32912  -1.38114
C  0.60464  -6.69434  4.58846
Te  -1.69249  -1.32060  0.04866
H  0.98251  5.58036  -3.43007
H  -1.76895  1.34708  -4.23071
O  3.10774  1.42177  2.39006
H  -1.83985  -4.96132  4.39971
H  5.10167  1.65967  2.99519
H  -5.24456  6.68942  -4.25927
H  0.15019  -5.10448  5.99102
O  2.88892  -5.87730  3.40466
C  2.18677  2.01532  5.83091
C  -1.66113  1.60641  2.34458
H  -2.42395  -4.38644  2.83534
H  1.66530  -0.93842  -3.08931
C  -3.03571  3.02357  -3.61306
C  -2.98526  -1.59998  -1.63802
C  -4.51205  4.92974  -3.26594
C  0.63744  3.09399  3.79698
C  -0.88140  -3.18696  -0.60540
C  -4.09082  3.84339  -4.01482
H  0.82345  -6.56315  6.72771
H  2.81734  2.99048  -7.29266
C  0.88033  -5.90575  5.85897

Atomic forces in eV per Å
-0.0223 0.0033 0.0218
0.0372 -0.0378 0.0177
0.0079 -0.0011 0.0045
-0.0332 0.0304 0.0540
0.0152 -0.0064 -0.0003
-0.0166 -0.0131 -0.0230
-0.0124 -0.0243 -0.0517
-0.0100 0.0157 0.0120
0.0068 0.0319 -0.0012
0.0071 0.0236 -0.0010
-0.0161 0.0338 0.0039
0.0640 -0.0467 -0.1167
-0.0074 -0.0116 0.0047
-0.2413 0.0624 -0.1706
-0.0050 0.0244 0.0449
0.0206 -0.0751 -0.0901
-0.0370 -0.0230 0.0074
-0.0081 0.0796 0.0089
0.0066 -0.0370 0.0217
-0.0225 0.0259 -0.0254
0.0269 0.0262 -0.0221
-0.0137 -0.0999 0.0019
-0.0070 -0.0307 -0.0030
-0.0100 0.0258 0.0203
-0.0273 -0.0220 -0.0274
0.0805 0.1662 -0.3639
-0.0029 -0.0133 -0.0077
-0.0422 -0.0684 -0.0421
0.0004 -0.0316 0.0013
0.0384 0.1442 0.0633
0.0506 -0.0296 0.0430
-0.0096 0.0104 -0.0130
0.0110 -0.0145 0.0228
-0.0317 0.0369 0.0095
0.0201 -0.0266 -0.0016
0.0715 0.0457 0.0172
-0.0829 0.0355 0.0347
-0.0669 0.2079 -0.1021
-0.0465 -0.0043 0.0073
-0.0054 0.0016 -0.0265
-0.0066 0.0115 -0.0365
0.0338 0.0128 -0.0180
0.0132 0.0490 0.0169
-0.0044 0.0214 0.0230
-0.0335 0.0107 0.0002
-0.0017 -0.0448 0.0717
0.0070 0.0124 0.0198
-0.0268 0.0826 0.0588
-0.0082 -0.0060 -0.0045
-0.2359 -0.2796 -0.1543
-0.0156 0.0076 -0.0055
0.0528 0.0016 -0.0160
0.0603 -0.0273 0.0114
0.0012 0.0169 0.0119
-0.0152 0.0039 0.0081
-0.0232 0.0122 -0.0158
0.0262 0.0070 0.0099
-0.0078 -0.0416 0.0082
0.0538 -0.0306 -0.0001
0.0113 -0.0760 -0.0498
-0.0054 0.0326 0.0103
0.3469 0.7611 0.4902
-0.0460 -0.0173 -0.0183
0.0177 -0.0381 0.0214
0.0296 0.0597 -0.0410
-0.0069 0.0102 0.0512
0.0894 -0.0687 0.0652
0.0265 -0.0088 0.0119
0.0357 0.0392 -0.0810
-0.0089 -0.0207 -0.0118
-0.0136 -0.0032 -0.0198
-0.0427 -0.0461 0.0065
0.1705 -0.2324 0.1807
-0.0088 -0.0293 -0.0267
0.0392 -0.0289 0.1185
-0.0002 0.0086 -0.0396
0.0365 0.0345 -0.0489
0.0190 0.0312 -0.0269
0.0198 -0.0930 0.0556
0.0008 -0.0209 0.0014
-0.0030 0.0637 0.0618
-0.0593 -0.0373 -0.0470
-0.0438 -0.0680 0.0218
-0.0077 0.0005 0.0103
-0.0136 0.0001 -0.0005
0.0018 -0.0481 0.0224
-0.1820 -0.1322 -0.0596
0.0113 -0.0133 -0.0050
0.0296 -0.0276 0.0054
0.0001 -0.0258 -0.0275
-0.0737 -0.3898 0.1021
0.0027 -0.0465 -0.0608
0.0040 -0.0400 -0.0248
-0.0064 0.0667 -0.0005
-0.0105 -0.0053 0.0072
-0.0029 -0.0113 -0.0110
0.0066 0.0102 0.0321
-0.0089 0.1093 0.1127
-0.0291 -0.0151 -0.0462
-0.0138 0.0036 0.0181
-0.0538 0.0280 -0.0533
0.1880 -0.3074 0.1808
0.0117 -0.0161 -0.0117
0.0022 0.0206 0.0175
0.1034 0.0616 0.0240
0.0186 0.0090 -0.0194
0.0215 -0.0281 0.0373
0.0092 -0.0160 0.0085
0.0178 -0.0230 -0.0002
-0.0170 0.0442 -0.0048
-0.0021 0.0192 -0.0395
-0.0055 0.0442 0.0649
0.0296 -0.0090 0.0203
-0.0089 0.0237 -0.0399
0.0016 -0.0010 -0.0190
-0.1133 0.1434 -0.0262
-0.0356 0.0344 -0.0227
0.0487 0.0773 0.0250
-0.0741 -0.0836 -0.1552
-0.0084 0.0071 -0.0585
0.0068 0.0132 -0.0273
0.0000 -0.0021 0.0050
-0.0081 0.0391 0.0115

Calculated values
Net charge: +1
Frontier orbital gap (spin up / spin down): 5.888 / 5.734 eV
M: 1221.46 g mol⁻¹
Energy above the lowest of the compared OMol25 structures with the same formula, charge and spin: 49.3 kJ/mol
LUMO energy (spin up / spin down): -2.3 / -4.2 eV
Energy: -89170.010 eV
2S+1: 5

Löwdin atomic charge list, values in e, 8 entries: -0.04, 0.03, 0.08, -0.06, -0.03, 0.09, 0.04, 0.09